This record from the Open Molecules 2025 dataset describes a cluster of 2 separate species, C5H14NO2 in total. The level of theory is wB97M-V/def2-TZVPD.

Summary:
total energy	-10989.7097	eV
spin multiplicity	1
charge	+1
energy above the lowest of the compared OMol25 structures with the same formula, charge and spin	202.09	kJ/mol
LUMO level	-4.11	eV
maximum force	0.03604	Eh/bohr
gap between HOMO and LUMO	10.5	eV

Last column: Löwdin charge in e.
Positions of all 22 atoms, in Å:
O 1.888 -0.229 1.048  -0.1202
O -0.023 1.230 -2.853  -0.0605
N -0.120 1.056 0.029  0.0478
C -1.195 0.208 -0.512  -0.1252
C -1.219 -1.132 0.190  -0.1692
C 0.919 -1.135 1.679  -0.1867
C 0.130 -1.772 0.513  -0.1603
C -0.169 2.299 0.197  0.1699
H -0.930 0.139 -1.583  0.1100
H 0.048 -2.807 0.842  0.1195
H -2.131 0.732 -0.349  0.1366
H -1.130 2.791 0.095  0.1263
H 0.923 1.449 -2.882  0.0679
H 0.391 -0.490 2.385  0.1220
H -0.138 1.249 -3.816  0.0766
H 1.360 -1.930 2.277  0.1241
H 0.636 2.853 0.661  0.1279
H 2.751 -0.461 1.410  0.1142
H -1.754 -1.044 1.143  0.1207
H 0.821 -1.728 -0.330  0.1245
H 0.806 0.605 0.122  0.1091
H -1.863 -1.883 -0.265  0.1249